{"formula": "C30H45FeNO4P2", "method": "ωB97M-V/def2-TZVPD", "spin_multiplicity": 6, "orbital_gap_ha": [0.197, 0.175], "homo_energy_ev": [-10.700, -10.703], "s2": 9.2172, "total_charge": 1, "total_energy_ha": -3471.5735, "lumo_energy_ev": [-5.4, -5.9], "species": ["H", "C", "H", "H", "H", "H", "C", "H", "C", "H", "C", "H", "C", "H", "H", "H", "P", "O", "C", "H", "C", "H", "H", "C", "O", "H", "H", "H", "C", "H", "P", "H", "C", "H", "H", "H", "H", "C", "H", "H", "H", "C", "H", "H", "C", "H", "H", "H", "H", "C", "C", "H", "O", "H", "H", "C", "C", "C", "H", "C", "H", "C", "C", "C", "C", "H", "C", "H", "C", "C", "H", "H", "N", "C", "Fe", "C", "H", "H", "H", "O", "C", "H", "C"], "positions_angstrom": [[3.334089, 1.048576, -1.599645], [4.344166, 4.268308, 4.971594], [-3.510238, 3.038290, -0.912913], [-3.378565, -3.778492, -2.698457], [2.517695, -0.921122, -0.960798], [0.674211, -1.868266, 2.298681], [3.389590, 1.044901, 2.198284], [0.345041, -4.619331, -3.360188], [-1.619544, -3.019049, -1.853353], [-3.777900, 1.856003, -2.200755], [2.526611, 1.562675, -1.059946], [-2.186457, 2.638723, -2.028448], [-2.781135, -0.558877, 0.996843], [0.637633, 2.733746, -2.720434], [-0.891351, 2.882884, 1.405721], [-4.973829, -1.298021, -0.566642], [0.940844, 0.778494, -1.494794], [5.748838, 5.494210, 6.369402], [-2.416713, -3.385722, -3.037065], [-0.541359, 3.103699, -0.292077], [5.171407, 2.436930, 3.562183], [0.122333, -4.109903, -1.089098], [2.192460, 4.546773, 4.936648], [1.504866, -0.952707, -1.456102], [3.583393, 5.835306, 6.455663], [1.583299, -1.408504, -2.442738], [0.515912, 2.111038, 0.713638], [6.404692, 3.828776, 4.748873], [-3.027653, 2.212796, -1.478507], [2.112929, -2.283625, 1.268296], [0.269353, -2.114923, -0.116540], [1.637396, -3.525381, -2.875120], [-4.760131, -0.231807, -0.621913], [6.021680, 1.816880, 3.228625], [-2.012741, -0.137658, -3.564875], [-1.418099, -3.937529, 0.528027], [1.760530, 2.565486, 3.536801], [-0.528545, 2.365761, 0.513466], [-5.547430, 0.287326, -0.040167], [0.005080, 0.534874, 2.804526], [0.254777, -0.602916, -4.668145], [0.249970, -2.734755, -4.384065], [1.510304, -0.593524, 1.350364], [-1.061104, -2.986165, 1.950548], [-2.517323, 1.105248, -0.604702], [-2.864147, -2.063730, 2.544381], [-3.692234, -1.852493, -3.936107], [-2.573022, -2.685460, -5.033132], [2.528551, 2.634877, -1.286201], [0.566162, -3.570938, -3.104830], [-3.370470, 0.023849, -0.179678], [1.220168, -2.585685, -4.871709], [4.302957, 0.546121, 1.526100], [1.104500, 1.482253, -3.830139], [0.160733, -4.081992, 1.329102], [2.783534, 2.876610, 3.742246], [5.410645, 3.510451, 4.435050], [3.027336, 3.966081, 4.579939], [2.728792, 1.409887, 0.009764], [0.472048, 1.700795, -2.986003], [-4.879665, 0.089285, -1.649717], [-3.523870, -1.403285, 1.967720], [-1.402806, 1.170696, 0.321583], [1.205231, -1.663557, 1.354649], [-1.070339, 0.345889, 2.727228], [-1.273387, -0.508548, 3.370371], [-1.651506, -1.155640, -3.812655], [-1.900178, -4.196427, -3.565026], [-1.611077, 0.192015, 1.350243], [3.823872, 2.111552, 3.193308], [-1.604070, 1.182523, 3.191617], [-2.207533, -2.762133, -0.926376], [4.588330, 5.251312, 5.975472], [-0.211310, -3.279977, -1.783050], [-1.711533, -0.909391, -1.098737], [-0.357714, -1.384352, -4.216769], [-0.299239, -3.365385, -5.100880], [-4.077440, -0.780002, 2.692512], [-0.579551, 1.594051, -3.247586], [2.122538, 0.819454, 2.108071], [-2.672030, -2.243507, -4.033617], [-4.266221, -2.034020, 1.470290], [-0.655040, -3.410602, 1.061871]], "forces_ev_per_a": [[-0.27, 0.20, -0.04], [-0.34, -1.96, -1.73], [0.36, -0.56, -0.08], [0.08, -0.14, 0.02], [-1.13, -0.10, -0.22], [0.21, -0.13, -0.69], [0.26, -0.10, 0.17], [0.18, 0.25, 0.21], [0.00, 0.17, 0.91], [0.35, 0.09, 0.19], [-0.06, 0.46, 0.49], [-0.23, 0.26, -0.15], [0.40, 1.21, 0.37], [0.04, 0.36, 0.20], [0.05, 0.11, 0.05], [-0.20, -0.04, -0.08], [2.07, -0.35, 0.37], [-2.00, -0.77, -1.09], [-0.62, -0.62, -0.56], [-0.23, -0.22, -0.14], [-0.75, -0.10, -0.02], [-0.80, 0.19, -0.86], [0.07, 0.08, 0.26], [-0.19, 0.15, 0.46], [1.88, -1.13, -1.00], [-0.25, -0.06, 0.22], [-0.12, -0.01, 0.31], [-0.13, -0.44, -0.15], [0.27, 0.20, -0.41], [0.10, 0.35, 0.53], [-1.83, 1.63, 0.15], [-0.25, -0.02, -0.06], [-0.63, -0.12, -0.22], [-0.69, 0.48, -0.04], [0.25, -0.40, -0.74], [-0.43, -0.61, -0.03], [0.28, 0.26, -0.13], [0.39, 0.31, 0.27], [0.59, -0.13, -0.05], [-0.09, 0.18, -0.30], [-0.04, 0.40, 1.07], [0.66, -0.45, -0.53], [0.25, -0.42, -0.02], [-0.14, 0.66, 0.38], [-0.55, -0.28, 0.54], [-0.21, 0.19, -0.09], [0.28, -0.04, 0.02], [-0.06, 0.49, 0.06], [-0.03, -0.23, 0.07], [-0.59, 0.27, 0.62], [0.57, 0.47, 0.87], [-0.19, -0.05, -0.03], [-0.61, -0.29, -0.30], [0.28, -0.25, -0.33], [0.02, -0.13, -0.02], [0.59, 0.27, 0.24], [-0.45, 0.29, 0.27], [0.45, -0.19, 0.17], [-0.05, -0.02, -0.23], [-0.75, -0.46, -0.06], [-0.20, -0.06, -0.26], [-0.23, -0.69, 0.26], [-0.81, 0.02, -0.75], [1.33, 0.18, -0.49], [0.50, -0.50, 0.34], [-0.13, -0.19, -0.11], [1.17, 0.46, -1.21], [-0.18, 0.07, 0.18], [-1.00, -0.28, -0.93], [0.15, 0.97, 1.02], [0.06, 0.10, -0.07], [0.42, -1.01, -0.33], [-0.01, 2.55, 2.38], [1.10, -2.18, 0.94], [1.61, 0.54, 1.28], [-1.36, 0.57, 0.06], [-0.19, 0.22, 0.28], [0.24, -0.13, -0.27], [0.07, -0.14, -0.11], [1.16, 0.67, -0.09], [-0.12, -0.18, 0.70], [0.07, 0.01, 0.08], [0.31, -0.19, -1.99]], "lowdin_spin": [0.0147, 0.0000, 0.0027, 0.0069, -0.0030, 0.0010, -0.0003, 0.0042, 0.3355, 0.0006, 0.0634, 0.0003, 0.0707, 0.0001, 0.0036, 0.0005, 0.4550, 0.0000, 0.0388, 0.0013, 0.0000, 0.0607, 0.0000, -0.0165, 0.0000, 0.0053, 0.0064, 0.0000, 0.0076, -0.0018, -0.1040, 0.0008, 0.0099, 0.0000, 0.0033, -0.0006, 0.0000, 0.0321, 0.0023, 0.0007, 0.0033, 0.0142, -0.0012, -0.0006, 0.0551, 0.0010, 0.0005, -0.0004, 0.0004, 0.0181, 0.0293, 0.0002, 0.0004, 0.0153, -0.0115, 0.0000, 0.0000, 0.0000, 0.0049, 0.0748, 0.0010, 0.0108, 0.1278, 0.0078, 0.0087, 0.0002, 0.0084, 0.0024, 0.0645, -0.0001, 0.0044, 0.0351, 0.0000, 0.1362, 3.3593, 0.0858, 0.0036, 0.0046, 0.0019, -0.0027, 0.0187, 0.0004, -0.0849]}